[1]
{"formula": "C16H22N6O2S", "method": "ωB97M-V with the def2-TZVPD basis set", "smiles": "CCNc1nc(NCC)nc(SCCOC(=O)Nc2ccccc2)n1", "fmax_ha_per_bohr": 0.012, "total_charge": 0, "multiplicity": 1, "de_lowest_kcal_mol": 0.0, "elements": ["C", "C", "N", "C", "N", "C", "N", "C", "C", "N", "C", "S", "C", "C", "O", "C", "O", "N", "C", "C", "C", "C", "C", "C", "N", "H", "H", "H", "H", "H", "H", "H", "H", "H", "H", "H", "H", "H", "H", "H", "H", "H", "H", "H", "H", "H", "H"], "positions_angstrom": [[4.261, -2.067, -0.901], [3.073, -2.188, 0.042], [1.844, -2.317, -0.699], [0.679, -1.778, -0.331], [0.622, -1.062, 0.794], [-0.577, -0.562, 1.075], [-0.666, 0.226, 2.166], [-1.934, 0.644, 2.716], [-2.544, -0.402, 3.645], [-1.677, -0.738, 0.337], [-1.491, -1.455, -0.759], [-2.871, -1.728, -1.796], [-4.079, -0.544, -1.096], [-3.889, 0.880, -1.611], [-2.838, 1.550, -0.929], [-1.607, 1.473, -1.501], [-1.404, 1.066, -2.612], [-0.692, 1.975, -0.628], [0.699, 1.843, -0.686], [1.360, 1.370, -1.815], [2.737, 1.248, -1.800], [3.468, 1.590, -0.676], [2.809, 2.064, 0.446], [1.435, 2.194, 0.443], [-0.364, -2.009, -1.144], [4.136, -1.205, -1.551], [5.177, -1.946, -0.330], [4.353, -2.960, -1.516], [2.974, -1.296, 0.664], [3.206, -3.058, 0.699], [1.829, -2.872, -1.540], [0.132, 0.179, 2.781], [-1.776, 1.582, 3.258], [-2.604, 0.825, 1.872], [-3.498, -0.051, 4.031], [-1.881, -0.604, 4.484], [-2.707, -1.329, 3.100], [-5.055, -0.918, -1.398], [-3.970, -0.578, -0.014], [-4.790, 1.467, -1.412], [-3.677, 0.872, -2.685], [-1.069, 2.253, 0.268], [0.794, 1.091, -2.688], [3.240, 0.886, -2.685], [4.543, 1.490, -0.671], [3.369, 2.334, 1.330], [0.920, 2.562, 1.319]], "mulliken_charge": [-1.160, -0.285, -0.105, 0.310, -0.524, -0.061, 0.096, -0.280, -1.324, -0.133, 0.533, -0.197, -0.451, -0.597, -0.409, 0.606, -0.601, -0.095, 0.370, -0.271, -0.717, -0.523, -0.839, -0.109, -0.716, 0.185, 0.356, 0.388, 0.288, 0.269, 0.316, 0.329, 0.466, 0.104, 0.407, 0.345, 0.308, 0.489, 0.163, 0.377, 0.350, 0.214, 0.468, 0.454, 0.422, 0.384, 0.400]}

---

[2]
{"formula": "C21H22BF3N10O7STi", "method": "ωB97M-V with the def2-TZVPD basis set", "fmax_ha_per_bohr": 0.083, "total_charge": -2, "multiplicity": 1, "de_lowest_kcal_mol": 51.7, "elements": ["Ti", "C", "C", "N", "N", "C", "B", "N", "C", "C", "C", "N", "N", "C", "C", "C", "N", "H", "H", "H", "H", "H", "H", "H", "H", "H", "H", "O", "C", "O", "C", "O", "O", "S", "C", "N", "C", "C", "C", "N", "H", "H", "H", "H", "H", "H", "H", "H", "O", "N", "O", "O", "F", "C", "F", "F", "C", "C", "C", "N", "C", "C", "H", "H", "H", "H"], "positions_angstrom": [[-0.451, 0.879, 0.152], [2.592, 0.212, -2.812], [1.304, 0.009, -2.310], [1.292, 0.132, -0.984], [2.559, 0.396, -0.614], [3.358, 0.457, -1.693], [2.996, 0.440, 0.862], [2.467, 1.747, 1.473], [3.175, 2.750, 2.014], [2.294, 3.757, 2.357], [1.040, 3.263, 1.973], [1.160, 2.052, 1.446], [2.338, -0.726, 1.601], [2.877, -1.877, 2.042], [1.859, -2.645, 2.570], [0.708, -1.861, 2.393], [1.013, -0.710, 1.813], [2.911, 0.186, -3.839], [0.415, -0.252, -2.855], [4.406, 0.680, -1.585], [4.194, 0.387, 0.951], [4.245, 2.685, 2.122], [2.526, 4.706, 2.808], [0.080, 3.742, 2.062], [3.934, -2.067, 1.956], [1.934, -3.624, 3.013], [-0.317, -2.093, 2.633], [-1.896, 1.120, -3.487], [-1.415, 1.334, -2.388], [-1.478, 0.550, -1.365], [-0.560, 2.588, -2.054], [-0.404, 3.510, -2.833], [-0.043, 2.475, -0.878], [-0.213, -2.636, -0.795], [0.109, -3.404, -2.213], [-0.472, -3.064, -3.411], [-0.876, -4.115, -4.330], [0.236, -5.149, -4.463], [0.664, -5.608, -3.077], [1.036, -4.439, -2.296], [-1.141, -2.312, -3.300], [-1.087, -3.660, -5.299], [-1.793, -4.618, -3.990], [1.092, -4.695, -4.966], [-0.119, -5.999, -5.049], [1.531, -6.270, -3.138], [-0.159, -6.171, -2.608], [1.375, -4.643, -1.368], [-3.087, -1.762, 1.708], [-2.690, -0.797, 1.043], [-3.451, -0.019, 0.489], [-1.412, -0.606, 0.972], [-3.997, 3.827, 5.340], [-3.913, 4.342, 4.085], [-5.193, 4.661, 3.715], [-3.342, 5.608, 4.290], [-3.200, 3.500, 3.144], [-3.241, 3.751, 1.746], [-2.491, 3.003, 0.891], [-1.642, 1.999, 1.303], [-1.618, 1.752, 2.663], [-2.341, 2.458, 3.575], [-3.908, 4.513, 1.363], [-2.539, 3.172, -0.176], [-0.956, 0.955, 2.977], [-2.272, 2.222, 4.629]], "mulliken_charge": [0.222, -1.699, -0.113, 1.245, -0.250, -0.245, 0.179, -0.539, -0.162, -1.291, -0.262, 0.862, -0.189, -0.246, -1.166, -0.243, 0.348, 0.426, 0.598, 0.413, -0.216, 0.418, 0.388, 0.397, 0.423, 0.385, 0.426, -0.781, 0.570, -0.561, 0.710, -0.779, -0.765, -0.119, -0.299, 0.027, -0.711, -0.557, -0.656, -0.163, 0.218, 0.377, 0.339, 0.291, 0.329, 0.365, 0.306, 0.284, -0.790, 0.784, -0.579, -0.157, -0.310, 0.842, -0.304, -0.318, 0.103, -0.960, -0.604, 1.518, -0.248, -0.862, 0.365, 0.306, 0.264, 0.416]}

---

[3]
{"formula": "CH6NO2", "method": "ωB97M-V with the def2-TZVPD basis set", "fmax_ha_per_bohr": 0.118, "total_charge": -1, "multiplicity": 1, "de_lowest_kcal_mol": 43.6, "elements": ["N", "C", "O", "H", "H", "H", "H", "H", "H", "O"], "positions_angstrom": [[-0.662, 1.399, 1.240], [0.398, 1.283, -0.045], [0.480, 0.153, -0.500], [-1.326, 0.651, 0.943], [-0.056, 1.127, 1.912], [0.227, 2.159, -0.623], [1.213, 1.766, 0.272], [0.159, -2.192, -0.709], [-0.357, -3.214, -1.681], [-0.077, -3.132, -0.808]], "mulliken_charge": [-0.839, -0.685, -0.775, 0.279, 0.234, 0.349, 0.429, 0.404, 0.275, -0.672]}